{
  "formula": "C5H8O",
  "method": "ωB97M-V/def2-TZVPD",
  "relative_energy_kj_mol": 121.6,
  "e_homo_ev": -9.806,
  "lumo_energy_ha": 0.03734,
  "energy_ev": -7360.9947,
  "gap_ev": 10.82,
  "species": ["C", "C", "C", "C", "C", "O", "H", "H", "H", "H", "H", "H", "H", "H"],
  "xyz": [[0.164821, 0.978527, 1.364108], [0.828190, 0.194315, 0.254828], [0.552370, -1.259134, 0.025639], [0.078446, -0.259890, -0.992844], [-1.369259, -0.026630, -1.280063], [-1.756021, 0.782332, -2.093727], [-0.849786, 0.615805, 1.557242], [0.736499, 0.891734, 2.295752], [0.095436, 2.042554, 1.109318], [1.849491, 0.516805, 0.044370], [-0.229656, -1.711113, 0.635056], [1.353588, -1.931788, -0.270811], [0.637595, -0.157585, -1.912979], [-2.091715, -0.675931, -0.735890]],
  "forces_ev_per_a": [[-0.1, 0.0, 0.0], [0.0, 0.1, 0.0], [-0.1, -0.1, 0.0], [0.0, 0.2, -0.4], [0.0, 0.4, 0.1], [0.2, -0.5, 0.4], [0.1, 0.0, 0.0], [-0.1, 0.0, -0.2], [0.0, -0.2, 0.0], [-0.3, -0.1, 0.0], [0.2, 0.1, -0.1], [-0.1, 0.1, 0.2], [0.2, 0.0, 0.0], [0.0, 0.2, 0.0]]
}


{
  "formula": "C3H7BrN",
  "method": "ωB97M-V/def2-TZVPD",
  "total_charge": 1,
  "relative_energy_kj_mol": 372.4,
  "e_homo_ev": [-12.618, -13.501],
  "lumo_energy_ha": [-0.17517, -0.16254],
  "energy_ev": -74745.0415,
  "gap_ev": [7.85, 9.08],
  "species": ["C", "C", "C", "N", "Br", "H", "H", "H", "H", "H", "H", "H"],
  "xyz": [[-1.039659, -2.075268, -0.272796], [-1.181988, -0.822096, -0.491395], [1.082948, 0.352023, 0.007255], [0.781957, 1.653446, 0.445976], [-2.356327, 0.560995, -0.760589], [-1.944873, -2.756923, -0.155581], [-0.013666, -2.602803, -0.123356], [1.165561, -0.509180, 0.704174], [1.457951, 0.005593, -0.947002], [-0.108993, 2.088210, 0.118488], [1.374505, 2.365477, -0.028867], [0.782586, 1.740523, 1.503692]],
  "forces_ev_per_a": [[0.2, -3.1, 0.8], [1.7, 2.5, 0.2], [-1.4, -4.8, -0.2], [-0.1, 2.4, 0.3], [0.1, -0.5, 0.1], [1.2, 0.8, -0.4], [-1.9, 1.2, -0.3], [-0.1, 1.5, 0.2], [0.1, 1.4, -0.3], [-0.6, -1.1, 0.2], [0.6, -0.4, 0.9], [0.3, 0.1, -1.5]]
}


{
  "formula": "C14H38O13S5",
  "method": "ωB97M-V/def2-TZVPD",
  "relative_energy_kj_mol": 40.1,
  "e_homo_ev": -9.496,
  "lumo_energy_ha": 0.00503,
  "energy_ev": -95924.5139,
  "gap_ev": 9.63,
  "species": ["O", "S", "O", "O", "C", "C", "C", "H", "H", "H", "H", "H", "H", "H", "H", "O", "S", "O", "O", "C", "C", "C", "H", "H", "H", "H", "H", "H", "H", "H", "O", "S", "O", "O", "C", "C", "C", "H", "H", "H", "H", "H", "H", "H", "H", "O", "S", "O", "O", "C", "C", "C", "H", "H", "H", "H", "H", "H", "H", "H", "C", "S", "O", "C", "H", "H", "H", "H", "H", "H"],
  "xyz": [[1.757142, 1.419839, -8.679380], [1.695804, 0.218461, -7.886897], [2.474710, -0.914982, -8.325426], [2.101659, 0.615341, -6.397379], [2.248916, -0.421404, -5.413964], [1.740007, 0.084489, -4.075544], [-0.056894, -0.189939, -7.655162], [3.304606, -0.689019, -5.325461], [1.795448, -1.352593, -5.762988], [0.801444, 0.628481, -4.146943], [2.484002, 0.785238, -3.694152], [1.649758, -0.782218, -3.422568], [-0.498255, -0.309845, -8.644536], [-0.493499, 0.670238, -7.156635], [-0.251505, -1.130921, -7.145546], [-5.525870, -3.091533, 2.925575], [-4.328057, -3.011714, 2.114926], [-3.934635, -4.113348, 1.283473], [-4.485772, -1.679020, 1.196601], [-4.890047, -0.471105, 1.857337], [-5.984753, 0.271582, 1.100228], [-2.909681, -2.514960, 3.164590], [-4.021257, 0.165849, 2.017014], [-5.400153, -0.765391, 2.776540], [-6.936438, -0.220979, 1.289742], [-5.821711, 0.290148, 0.020960], [-5.980210, 1.295296, 1.471185], [-1.995724, -2.860960, 2.695908], [-3.150121, -2.826786, 4.175089], [-2.877850, -1.427211, 3.125924], [3.285476, 0.397785, 5.324448], [4.306333, 0.284475, 4.324730], [4.069177, 0.151711, 2.911990], [5.306355, 1.558469, 4.419829], [5.634937, 2.102934, 5.720617], [6.993128, 2.735635, 5.645292], [5.416150, -1.088094, 4.727640], [5.645076, 1.287048, 6.447650], [4.874440, 2.873964, 5.861910], [7.820499, 2.031430, 5.758201], [7.202926, 3.521989, 6.367063], [7.055675, 3.161079, 4.638107], [4.835199, -1.988753, 4.550127], [5.862966, -0.924869, 5.699709], [6.116162, -1.025376, 3.895297], [-4.061284, -0.119129, -3.390569], [-2.747909, -0.250576, -2.828160], [-1.565290, -0.513303, -3.593930], [-2.378292, 1.174116, -2.109866], [-3.450407, 1.835128, -1.435676], [-2.819375, 2.769412, -0.419688], [-2.690061, -1.342376, -1.428845], [-4.069538, 1.101628, -0.909466], [-4.149742, 2.359024, -2.090852], [-3.567836, 3.385120, 0.081215], [-1.986723, 3.364402, -0.788286], [-2.405374, 2.157183, 0.390726], [-1.984658, -1.023580, -0.662779], [-2.376482, -2.336913, -1.743043], [-3.675748, -1.415461, -0.974394], [0.521376, 0.257616, -0.333415], [0.158730, 0.278061, 1.419766], [-1.260291, -0.156480, 1.573358], [1.194205, -1.125158, 1.847113], [-0.265108, 0.814567, -0.849370], [0.488589, -0.748912, -0.755027], [1.454531, 0.753776, -0.598221], [2.179452, -0.625483, 1.777618], [1.175674, -1.957775, 1.150948], [1.345997, -1.385351, 2.895727]],
  "forces_ev_per_a": [[-0.2, -0.6, 0.9], [-0.1, -0.1, -0.8], [-0.7, 0.4, 0.6], [0.0, 0.3, -0.5], [0.2, -0.6, 0.1], [0.4, 0.1, -0.4], [0.4, -0.1, -0.6], [0.1, 0.3, -0.1], [-0.5, 0.2, 0.1], [-0.2, -0.3, -0.1], [0.0, -0.1, 0.2], [-0.1, 0.2, 0.2], [0.2, 0.2, -0.1], [-0.1, -0.1, 0.1], [0.4, 0.1, 0.4], [1.0, -0.1, -0.5], [0.1, 0.7, 1.0], [-0.3, 0.9, 0.0], [0.2, -1.1, -0.4], [-1.0, 0.2, 0.3], [0.4, -0.4, -0.4], [-1.2, 0.4, -0.8], [0.2, -0.2, 0.1], [0.6, 0.2, 0.4], [-0.1, 0.2, -0.1], [0.1, 0.0, 0.1], [-0.3, 0.0, 0.0], [0.0, -0.4, 0.3], [0.4, -0.4, 0.0], [0.0, 0.0, 0.1], [0.0, 0.1, -0.6], [1.7, 0.0, 0.0], [-0.6, 0.3, 0.7], [-0.4, -1.1, -0.4], [-0.3, 0.1, 0.2], [0.8, 0.1, -0.9], [-0.6, 1.1, -1.2], [-0.5, 0.3, 0.2], [0.0, -0.3, 0.7], [-0.2, -0.2, -0.2], [-0.5, 0.1, 0.1], [0.3, 0.2, 0.2], [0.0, -0.1, 0.6], [0.0, -0.4, 0.1], [0.4, 0.0, 0.3], [0.6, -0.4, 0.1], [1.1, 1.1, 1.0], [-0.5, -0.1, -0.4], [-0.4, -0.8, -0.8], [-0.4, 0.4, 0.8], [0.1, -0.7, 0.9], [-0.6, -0.5, 0.2], [0.2, 0.0, 0.0], [0.5, -0.1, -0.5], [0.0, 0.2, -0.3], [-0.3, 0.2, -0.4], [0.1, 0.0, -0.1], [0.0, 0.4, -0.2], [-0.2, 0.1, -0.4], [0.0, 0.0, -0.1], [-0.2, 0.0, -0.9], [-0.1, -0.6, 0.6], [-0.4, 0.1, -0.2], [2.1, 1.1, 0.0], [-0.1, 0.1, 0.3], [0.1, -0.1, 0.2], [0.2, -0.1, 0.4], [0.0, -0.3, -0.7], [-0.4, -0.1, 0.1], [-1.3, -0.1, 0.1]]
}


{
  "formula": "C2H5N3O2",
  "method": "ωB97M-V/def2-TZVPD",
  "relative_energy_kj_mol": 623.8,
  "e_homo_ev": -9.442,
  "lumo_energy_ha": 0.02859,
  "energy_ev": -10715.3448,
  "gap_ev": 10.22,
  "species": ["C", "C", "N", "N", "N", "O", "O", "H", "H", "H", "H", "H"],
  "xyz": [[0.569719, -0.477685, -0.961102], [-0.015246, -0.464163, 0.394756], [1.607096, 0.146179, -1.369562], [-0.971487, -2.168482, -0.771709], [-0.362161, 0.857784, 0.847891], [-0.204906, -1.370515, -1.662424], [-1.064983, -1.356408, 0.354676], [1.057376, -0.891005, 1.181577], [1.797938, -0.087279, -2.461946], [-1.935200, -2.155719, -1.272891], [0.633677, 1.278049, 0.944062], [-0.825967, 0.702441, 1.744869]],
  "forces_ev_per_a": [[0.8, -0.4, -1.2], [3.8, -0.9, 2.4], [-1.0, -1.3, -2.7], [-0.8, -0.4, -1.6], [1.6, -0.1, -0.1], [0.9, 0.5, -1.3], [-1.2, 0.8, 1.5], [-3.1, 0.5, -2.0], [-0.6, 0.6, 3.3], [1.7, 0.3, 1.4], [-2.5, -0.4, 0.3], [0.5, 0.6, 0.0]]
}


{
  "formula": "C22H28BBeCl6CsF2N3NaO17",
  "method": "ωB97M-V/def2-TZVPD",
  "e_homo_ev": -5.909,
  "lumo_energy_ha": -0.18413,
  "energy_ev": -149147.9904,
  "gap_ev": 0.90,
  "species": ["C", "C", "C", "C", "N", "C", "N", "C", "O", "O", "C", "C", "C", "Cl", "C", "C", "H", "H", "H", "H", "H", "H", "H", "H", "H", "H", "H", "H", "H", "H", "H", "H", "H", "C", "Cl", "Cl", "Cl", "Cl", "N", "O", "O", "O", "Na", "Cs", "C", "C", "O", "C", "O", "O", "F", "H", "H", "H", "C", "C", "C", "O", "H", "H", "H", "H", "H", "H", "H", "H", "B", "O", "C", "O", "C", "O", "O", "O", "C", "O", "C", "O", "O", "Be", "Cl", "F"],
  "xyz": [[-1.403512, 2.790187, 0.100012], [-0.616211, 1.749135, 0.917958], [0.615846, 1.337904, 0.114677], [1.728529, 0.638594, 0.873229], [1.324539, -0.731781, 1.366913], [0.170136, -1.169938, 1.955962], [0.195846, -2.553725, 2.225407], [-1.056486, -3.227995, 2.906616], [-1.665492, -3.967323, 2.168770], [-1.209058, -2.954929, 4.097405], [1.467921, -3.111646, 1.834123], [2.141652, -1.907822, 1.284965], [3.600452, -2.040720, 0.743092], [4.688692, -0.715245, 1.403520], [3.696529, -2.106288, -0.787486], [2.922994, -3.343811, -1.309299], [-2.449139, 2.761898, 0.393843], [-1.006171, 3.792263, 0.236235], [-1.400613, 2.490395, -0.946879], [-1.316362, 0.926872, 1.071197], [-0.340897, 2.224136, 1.862938], [1.077667, 2.261591, -0.242157], [0.359639, 0.768657, -0.771484], [2.542780, 0.458148, 0.178231], [2.163877, 1.233288, 1.675817], [-0.718926, -0.566011, 2.236908], [1.822162, -4.167943, 1.966470], [4.006897, -2.957566, 1.162131], [3.255742, -1.205460, -1.216377], [4.720905, -2.189841, -1.137077], [2.509357, -3.971346, -0.499227], [2.132268, -3.046247, -1.973454], [3.601355, -3.986247, -1.863737], [0.080239, 5.448013, 4.075857], [-0.551533, 4.765229, 5.577412], [1.377621, 4.418845, 3.464975], [-1.213713, 5.536360, 2.880849], [0.712312, 7.066965, 4.389279], [2.482767, 1.689344, 5.578926], [2.235112, 2.838334, 6.115108], [2.328935, 1.560227, 4.356431], [2.858597, 0.768836, 6.287328], [0.657982, -3.369609, -1.351061], [1.745978, -1.698329, 3.898786], [8.815063, -3.526982, -0.041738], [9.563899, -2.903636, -1.205334], [8.713020, -3.204617, -2.300514], [7.448624, -3.293663, -1.819739], [6.462599, -3.280795, -2.480144], [7.454223, -3.401130, -0.475724], [10.768595, -3.479673, -1.399972], [9.062200, -4.581578, 0.081207], [8.974422, -3.009020, 0.899306], [9.691945, -1.822346, -1.138154], [-4.777207, -0.946025, 0.415690], [-4.735954, 0.453989, 1.017516], [-6.077145, 0.849208, 1.613862], [-4.355007, 1.393433, 0.013839], [-5.500705, -1.002860, -0.401199], [-3.804867, -1.209986, -0.008722], [-5.039774, -1.690789, 1.170128], [-3.965886, 0.495970, 1.794430], [-6.845626, 0.855189, 0.838157], [-6.026725, 1.855235, 2.031927], [-6.378611, 0.157407, 2.402251], [-5.037376, 1.365369, -0.667579], [-5.830555, 1.498099, -4.911074], [-5.721973, 0.158573, -4.343404], [-6.170359, 0.179715, -3.092680], [-6.222738, -0.745298, -2.340567], [-6.600945, 1.635704, -2.781396], [-7.039033, 2.029532, -1.743612], [-6.377060, 2.360167, -3.872818], [-4.462150, 2.012479, -5.352092], [-4.510863, 2.265432, -6.594783], [-3.517740, 2.687234, -7.237214], [-5.924042, 1.949971, -7.156526], [-6.258104, 2.076150, -8.289776], [-6.641981, 1.514717, -6.134277], [3.207883, 4.073064, 6.733919], [1.013068, -0.540645, -2.566140], [-3.630326, 4.236997, -7.960188]],
  "forces_ev_per_a": [[-0.3, -0.6, 0.2], [-0.2, 0.7, -0.6], [-0.1, 0.3, 0.8], [-0.1, -0.1, -0.6], [-0.2, -3.6, 0.0], [-0.6, -2.1, -1.4], [0.5, 1.6, -4.0], [-2.2, -1.8, 1.7], [0.8, 0.3, -1.1], [1.5, 1.1, -0.8], [-1.6, 4.3, -3.5], [0.0, -2.6, -0.9], [-0.5, 0.9, 0.1], [-0.6, -0.6, -0.1], [-0.8, -0.2, 0.1], [1.2, -0.2, 0.2], [-0.1, 0.2, 0.1], [0.1, 0.1, -0.2], [0.1, 0.2, -0.1], [0.1, -0.2, 0.2], [0.0, -0.3, 0.2], [0.1, 0.0, -0.1], [-0.1, -0.1, 0.0], [0.0, -0.3, -0.1], [-0.4, -0.2, 0.5], [1.0, -0.4, -0.3], [-0.6, 1.4, 0.0], [-0.1, -0.1, 0.2], [0.0, 0.0, -0.1], [0.2, 0.1, 0.4], [0.3, 0.1, 0.0], [1.7, 0.7, -1.0], [0.0, -0.1, -0.1], [0.0, 0.1, 0.0], [0.0, 0.0, 0.0], [-0.1, 0.1, -0.1], [0.0, 0.0, 0.0], [0.0, 0.0, 0.0], [0.5, -1.0, -0.6], [0.5, 1.2, 0.5], [-0.1, 0.2, 0.5], [-0.2, 0.3, 0.0], [-2.9, 0.5, 0.3], [3.8, 2.5, 9.8], [0.0, 0.1, 0.2], [0.0, -0.3, 0.0], [-0.1, 0.3, 0.1], [-0.1, -0.2, -0.3], [0.0, 0.0, 0.0], [0.1, 0.0, 0.3], [0.0, 0.0, -0.1], [0.1, 0.0, -0.1], [-0.2, 0.1, 0.0], [0.1, 0.0, 0.0], [0.1, -0.1, 0.1], [-0.4, -0.3, -0.3], [0.0, 0.1, 0.1], [0.3, 0.0, 0.1], [0.0, 0.1, 0.3], [0.0, 0.0, 0.1], [0.0, 0.0, 0.0], [0.1, 0.1, -0.1], [0.0, -0.1, 0.0], [0.0, 0.0, 0.0], [0.0, 0.0, 0.0], [-0.1, 0.1, 0.1], [-0.8, -0.4, 0.3], [0.1, 0.2, -0.1], [0.0, -0.1, 0.0], [-0.1, 0.1, -0.3], [0.0, 0.0, 0.0], [0.1, 0.0, 0.0], [0.2, 0.0, -0.1], [0.3, -0.2, -0.2], [-1.2, 0.7, -0.1], [1.4, 0.4, -0.1], [-0.1, 0.2, -0.1], [0.1, 0.0, 0.0], [0.6, 0.2, 0.0], [-0.7, -1.1, -0.6], [0.0, -1.2, 0.4], [-0.6, -1.1, 0.4]]
}


{
  "formula": "C9H8NO",
  "method": "ωB97M-V/def2-TZVPD",
  "total_charge": 1,
  "relative_energy_kj_mol": 128.7,
  "e_homo_ev": -13.332,
  "lumo_energy_ha": -0.18700,
  "energy_ev": -12989.1909,
  "gap_ev": 8.24,
  "species": ["C", "C", "C", "C", "C", "C", "C", "C", "C", "N", "O", "H", "H", "H", "H", "H", "H", "H", "H"],
  "xyz": [[-2.369953, 0.954546, 2.197519], [0.168122, 0.915400, -1.451857], [-0.480693, -0.223445, -1.639750], [0.057624, -0.939185, 0.696328], [0.998347, 1.286274, -0.275047], [0.988739, 0.185335, 0.855104], [-0.432017, -1.325215, -0.562786], [-1.015961, -2.410741, -1.016332], [2.108733, 0.378294, -0.088510], [-1.756778, 0.447453, 1.356230], [-1.546713, -3.271698, -1.569637], [-3.008639, 1.437245, 2.994296], [-0.075538, 1.661443, -2.117578], [-0.905867, -0.581166, -2.541002], [-0.253791, -1.571486, 1.575274], [1.040266, 2.148181, 0.342272], [1.272779, 0.511381, 1.839193], [2.116218, -0.423492, -0.862786], [3.095120, 0.820874, 0.269071]],
  "forces_ev_per_a": [[-0.3, 0.1, 0.1], [-0.8, 0.3, 1.7], [1.4, -1.9, 1.5], [0.5, -0.9, 0.7], [-0.9, -1.7, 0.1], [-1.0, -1.9, 0.6], [1.6, 3.7, 0.1], [-2.2, -3.3, -1.1], [2.6, -0.7, -1.4], [-1.4, 1.0, 1.5], [1.2, 1.5, 1.2], [1.1, -0.8, -1.3], [-0.1, 1.7, -1.6], [-0.6, 0.5, -0.9], [0.6, 0.9, -0.9], [-0.3, 1.6, -0.9], [-0.7, 0.0, 0.4], [0.7, 0.9, 0.6], [-1.5, -1.1, -0.3]]
}